Run A
Formula: C11H14N3
Source: the Open Molecules 2025 dataset
Level of theory: ωB97M-V/def2-TZVPD

Last columns: bonded neighbours and bond lengths (Å).
Geometry (Å):
1 C -1.2187 -1.4294 -1.6761  N2 1.491, H15 1.107, H16 1.110, H17 1.111
2 N -0.4416 -0.9775 -0.4864  C1 1.491, C3 1.416, C9 1.419
3 C -1.1883 -0.3986 0.5687  N2 1.416, N4 1.821, H18 1.098, H19 1.090
4 N -1.6069 1.3483 0.8697  C3 1.821, C5 1.393, C8 1.327
5 C -2.8691 1.8893 0.6372  N4 1.393, C6 1.354, H20 1.074
6 C -2.9221 3.1116 1.2171  C5 1.354, N7 1.396, H21 1.077
7 N -1.7035 3.2650 1.8807  C6 1.396, C8 1.338, H22 1.038
8 C -0.9602 2.1698 1.6872  N4 1.327, N7 1.338, H23 1.070
9 C 0.9631 -1.1781 -0.4857  N2 1.419, C10 1.432, C14 1.412
10 C 1.5979 -2.4486 -0.6715  C9 1.432, C11 1.399, H24 1.085
11 C 2.9928 -2.5421 -0.7268  C10 1.399, C12 1.400, H25 1.100
12 C 3.7930 -1.3941 -0.6959  C11 1.400, C13 1.395, H26 1.099
13 C 3.1799 -0.1517 -0.5284  C12 1.395, C14 1.397, H27 1.092
14 C 1.7988 -0.0482 -0.3481  C9 1.412, C13 1.397, H28 1.080
15 H -0.5213 -1.5420 -2.5278  C1 1.107
16 H -1.7459 -2.3829 -1.4629  C1 1.110
17 H -2.0039 -0.6713 -1.8827  C1 1.111
18 H -0.7054 -0.5584 1.5420  C3 1.098
19 H -2.2366 -0.6412 0.3978  C3 1.090
20 H -3.5978 1.3169 0.0936  C5 1.074
21 H -3.6722 3.8840 1.1883  C6 1.077
22 H -1.3826 4.0968 2.4118  N7 1.038
23 H -0.0142 1.9526 2.1376  C8 1.070
24 H 0.9898 -3.3378 -0.8017  C10 1.085
25 H 3.4758 -3.5251 -0.8266  C11 1.100
26 H 4.8880 -1.4819 -0.7315  C12 1.099
27 H 3.7832 0.7580 -0.5543  C13 1.092
28 H 1.3279 0.9165 -0.2254  C14 1.080

## Properties
Frontier orbital gap   0.3449 Eh
LUMO energy   -0.0907 Ha
Charge   +1
HOMO   -0.436 hartree
SMILES string   CN(Cn1cc[nH+]c1)c1ccccc1

Run B
Formula: C11H14N3
Source: the Open Molecules 2025 dataset
Level of theory: ωB97M-V/def2-TZVPD

Last columns: bonded neighbours and bond lengths (Å).
Geometry (Å):
1 C 3.3590 0.0868 -0.5429  C2 1.369, C5 1.379, H15 1.080
2 C 3.4536 -0.5538 0.6638  C1 1.369, C6 1.459, H16 1.166
3 C -3.5129 -1.4734 -0.5182  C4 1.413, C7 1.377, H17 1.060
4 C -2.6575 -2.3744 0.1544  C3 1.413, C8 1.345, H18 1.047
5 C 2.1497 0.1000 -1.2056  C1 1.379, C9 1.410, H19 1.051
6 C 2.1949 -1.0073 1.2466  C2 1.459, N12 1.288, H20 1.057
7 C -2.7239 -0.5200 -1.1229  C3 1.377, N13 1.350, H21 1.101
8 C -1.4325 -1.8194 0.1565  C4 1.345, N13 1.428, H22 1.094
9 C 0.9412 -0.2360 -0.5609  C5 1.410, C11 1.405, N12 1.369
10 C 0.0014 2.5574 1.2514  N14 1.434, H23 1.149, H24 1.199, H25 1.127
11 C -0.3523 -0.0213 -1.0647  C9 1.405, N13 1.330, H26 1.143
12 N 1.0736 -0.9168 0.6188  C6 1.288, C9 1.369
13 N -1.4486 -0.6863 -0.7120  C7 1.350, C8 1.428, C11 1.330
14 N -0.8675 2.2022 0.1668  C10 1.434, H27 0.984, H28 1.011
15 H 4.2614 0.3759 -1.0619  C1 1.080
16 H 4.4809 -0.8332 1.1396  C2 1.166
17 H -4.5471 -1.6487 -0.6678  C3 1.060
18 H -2.9803 -3.3071 0.5041  C4 1.047
19 H 2.0489 0.7907 -1.9916  C5 1.051
20 H 2.1730 -1.6258 2.1030  C6 1.057
21 H -3.0225 0.0295 -2.0293  C7 1.101
22 H -0.5778 -2.1587 0.7491  C8 1.094
23 H -0.3048 3.4884 1.8513  C10 1.149
24 H 0.1927 1.6536 2.0160  C10 1.199
25 H 1.0653 2.6749 0.8994  C10 1.127
26 H -0.2045 0.4923 -2.0747  C11 1.143
27 H -1.6859 1.7770 0.5083  N14 0.984
28 H -1.0776 2.9535 -0.4767  N14 1.011

## Properties
Frontier orbital gap   0.2534 Eh
LUMO energy   -0.2028 Ha
Charge   +1
HOMO   -0.456 hartree

What is the most stable structure shown above? It is run A.